(1)
Molecular formula: C12H21Cl2NdO3PYb
Method: DFT, ωB97M-V/def2-TZVPD

Its maximum force is 0.171 hartree/bohr. The expectation value of S² is 6.008. The calculation puts the gap between HOMO and LUMO (alpha / beta) at 4.95 / 2.63 eV. The calculation puts the total energy at -3675.74681 a.u. Its molar mass is 632.457 g mol⁻¹. The energy above the lowest of the compared OMol25 structures with the same formula, charge and spin is 17.6 kcal per mole.

Structure (ORCA input):
```
! RIJCOSX wB97M-V def2-TZVPD def2/J DEFGRID3
* xyz 4 5
Yb -0.10999 -1.82958 -5.82718
Nd -0.93011 -1.01801 -2.05449
Cl -1.51630 0.16360 -5.36914
Cl 1.02801 -2.15033 -3.55025
C -0.95224 -2.75031 -0.30273
C -0.46411 -0.66336 -8.12686
C 0.17352 -3.07751 -8.18928
O -0.84510 -3.76896 0.27018
O -0.56816 -0.70936 -9.29044
O 0.24851 -3.59788 -9.20097
C -1.07676 2.65901 0.13097
C 0.19551 2.05230 0.74279
C 0.46389 2.75613 2.10167
P 0.25096 0.18324 0.48895
C 1.81512 -0.45275 1.29959
C 2.75059 0.50719 2.09076
C 1.61485 -1.75583 2.12370
C -1.07811 -0.38257 1.68683
C -0.92463 0.14319 3.13078
C -2.48737 -0.17918 1.07515
H -1.97046 2.53076 0.75225
H -1.28921 2.26714 -0.86723
H -0.93401 3.74107 -0.00213
H 1.04655 2.34132 0.09185
H -0.43153 2.80458 2.71724
H 1.26607 2.33088 2.69805
H 0.76040 3.79072 1.89958
H 2.36858 -0.70715 0.37276
H 2.37857 0.71725 3.10170
H 3.69873 -0.03380 2.23335
H 2.94693 1.44215 1.54892
H 0.96848 -2.50508 1.64196
H 2.60288 -2.23333 2.21950
H 1.26904 -1.52185 3.14402
H -0.83971 -1.44559 1.74402
H -1.44286 1.10691 3.23748
H -1.40485 -0.57655 3.83029
H 0.11879 0.25956 3.51843
H -2.75832 -0.55856 0.02812
H -3.13678 -0.76595 1.74541
H -2.80539 0.88652 1.11440
*
```

Atomic partial charges in e from the natural (NBO) method, atoms 1 to 5:
1 Yb 1.416
2 Nd 2.106
3 Cl -0.605
4 Cl -0.553
5 C 0.360



(2)
Molecular formula: C3H6N2O
Method: DFT, ωB97M-V/def2-TZVPD

Its maximum force is 0.047 hartree/bohr. The calculation puts the gap between HOMO and LUMO at 9.18 eV. The calculation puts the total energy at -302.57474 a.u. Its molar mass is 86.094 g mol⁻¹. The energy above the lowest of the compared OMol25 structures with the same formula, charge and spin is 74.3 kcal per mole.

Structure (ORCA input):
```
! RIJCOSX wB97M-V def2-TZVPD def2/J DEFGRID3
* xyz 0 1
C -0.12509 -0.61876 -0.24372
N -0.90305 -1.62554 -0.76325
C -0.61467 0.78117 -0.34649
C -0.10977 1.81618 0.34917
O 1.94094 -0.14054 0.67133
N 0.89551 -1.03327 0.46213
H 2.70962 -0.72481 0.80028
H -1.90281 -1.47573 -0.73665
H -0.64555 -2.53407 -0.39314
H -1.54696 0.91178 -0.88733
H -0.54886 2.80371 0.24263
H 0.85068 1.83988 0.84504
*
```

Atomic partial charges in e from the natural (NBO) method, atoms 1 to 5:
1 C 0.326
2 N -0.783
3 C -0.279
4 C -0.316
5 O -0.583



(3)
Molecular formula: C3H6N2O
Method: DFT, ωB97M-V/def2-TZVPD

Its maximum force is 0.084 hartree/bohr. The calculation puts the gap between HOMO and LUMO at 9.96 eV. The calculation puts the total energy at -302.53009 a.u. Its molar mass is 86.094 g mol⁻¹. The energy above the lowest of the compared OMol25 structures with the same formula, charge and spin is 102.3 kcal per mole.

Structure (ORCA input):
```
! RIJCOSX wB97M-V def2-TZVPD def2/J DEFGRID3
* xyz 0 1
C -1.68347 -0.05033 -0.05764
C 0.45314 -1.24392 0.05474
C 1.69010 1.20222 -0.03458
H -2.07640 -0.99713 -0.72623
H -1.90663 1.13360 -0.54362
H -2.18892 -0.18278 1.19032
H -0.25699 -2.05903 0.24103
H 1.90890 2.19267 0.09760
H 2.26289 0.24095 -0.12094
N -0.20307 0.00007 -0.10092
N 0.36427 1.22020 0.05576
O 1.63618 -1.45651 -0.05551
*
```

Atomic partial charges in e from the natural (NBO) method, atoms 1 to 5:
1 C -0.448
2 C 0.522
3 C -0.167
4 H 0.226
5 H 0.258



(4)
Molecular formula: C4H5N3O2
Method: DFT, ωB97M-V/def2-TZVPD

Its maximum force is 0.105 hartree/bohr. The calculation puts the gap between HOMO and LUMO at 8.21 eV. The calculation puts the total energy at -469.96555 a.u. Its molar mass is 127.103 g mol⁻¹. The energy above the lowest of the compared OMol25 structures with the same formula, charge and spin is 172.0 kcal per mole.

Structure (ORCA input):
```
! RIJCOSX wB97M-V def2-TZVPD def2/J DEFGRID3
* xyz 0 1
C -0.56167 0.47850 -0.13089
C 0.57846 1.26924 -0.14547
C 1.87452 0.70413 0.05916
C 2.05668 -0.62948 0.26429
H -3.47352 0.08765 -0.27670
H 0.38535 2.35795 -0.14277
H 2.78406 1.20530 -0.15211
H 2.98571 -1.07190 0.50057
H -1.97334 -1.24887 -0.21460
N -1.72693 0.96576 -0.00949
N 0.94993 -1.40900 0.13631
N -0.13064 -0.88598 -0.10957
O -2.65460 -0.01698 0.46376
O -1.09401 -1.80631 -0.24249
*
```

Atomic partial charges in e from the natural (NBO) method, atoms 1 to 5:
1 C 0.257
2 C -0.251
3 C -0.195
4 C -0.105
5 H 0.484



(5)
Molecular formula: C18H27N3O4S
Method: DFT, ωB97M-V/def2-TZVPD

Its maximum force is 0.383 hartree/bohr. The calculation puts the gap between HOMO and LUMO at 8.11 eV. The calculation puts the total energy at -1564.73910 a.u. Its molar mass is 381.498 g mol⁻¹. The energy above the lowest of the compared OMol25 structures with the same formula, charge and spin is 523.8 kcal per mole.

Structure (ORCA input):
```
! RIJCOSX wB97M-V def2-TZVPD def2/J DEFGRID3
* xyz 0 1
C -1.68649 -3.02206 2.44559
H -0.70968 -3.68339 2.27139
O -1.55872 -1.90844 1.36463
C -0.62159 -1.16213 1.35011
C 0.39904 -1.31229 2.13873
C 1.33954 -0.29185 2.23154
C 1.28111 0.60082 1.33130
C 0.30825 0.77534 0.13317
C -0.75303 -0.13905 0.25974
C -1.71316 -0.25845 -0.72864
O -1.51420 -0.36991 -1.82753
N -3.09701 0.25111 -0.45982
C -3.32577 0.46650 0.84271
H -3.64506 -0.09856 1.63086
C -4.47732 1.67445 0.71687
C -4.34727 2.46372 -0.31096
C -4.45962 1.42806 -1.60254
C -4.09807 0.09893 -1.25053
H -4.79430 -0.31295 -0.98547
H -3.72116 -0.30862 -2.10561
H -3.96936 1.96750 -2.59069
H -5.66673 1.67997 -1.78350
H -4.97403 3.45249 -0.40904
H -3.32449 2.94720 -0.27555
H -4.43844 2.51233 1.47648
H -5.36057 1.22757 0.81557
H -2.45244 0.91948 1.40559
H 0.35855 1.66643 -0.55167
S 2.64851 1.85094 1.09171
O 2.23933 3.05057 0.47282
O 3.42171 2.06627 2.18952
N 3.76750 1.22516 -0.23531
C 3.50584 1.31867 -1.49325
C 2.83926 -0.16512 -2.01638
N 3.70187 -1.21266 -1.63896
C 3.27383 -2.19407 -2.13264
H 3.95194 -3.18969 -2.08341
H 3.17021 -2.30392 -2.98816
H 2.21623 -2.60628 -1.76375
C 3.79813 -1.07717 -0.10750
C 4.63986 0.01540 0.44598
H 4.50217 0.18715 1.61121
H 5.46138 0.13644 -0.12305
H 4.52525 -2.18569 0.05593
H 2.84574 -1.30531 0.24538
H 2.92055 -0.07373 -3.09404
H 1.93661 -0.28138 -1.52103
H 2.92611 1.96793 -1.63191
H 4.43047 1.55471 -2.16926
H 2.08205 -0.12314 2.93207
H 0.43392 -1.81054 3.04116
H -1.76709 -2.57013 3.32327
H -2.44932 -3.53862 2.05690
*
```

Atomic partial charges in e from the natural (NBO) method, atoms 1 to 5:
1 C -0.218
2 H 0.202
3 O -0.483
4 C 0.464
5 C -0.401



(6)
Molecular formula: C22H112N4O36
Method: DFT, ωB97M-V/def2-TZVPD

Its maximum force is 0.061 hartree/bohr. The calculation puts the gap between HOMO and LUMO at 7.48 eV. The calculation puts the total energy at -3832.94915 a.u. Its molar mass is 1009.130 g mol⁻¹. The energy above the lowest of the compared OMol25 structures with the same formula, charge and spin is 0.0 kcal per mole.

Structure (ORCA input):
```
! RIJCOSX wB97M-V def2-TZVPD def2/J DEFGRID3
* xyz 0 1
C -2.09094 2.68576 -2.92238
C -0.79299 2.25148 -2.21628
C -1.08152 1.01470 -1.31075
C -1.14413 1.33248 0.21130
N -2.53348 1.39609 0.67179
O -0.40588 -0.17343 -1.69497
C 0.95530 -0.54577 -1.44597
C 1.96412 0.61959 -1.35591
C 1.88996 1.68571 -0.25265
N 3.26602 2.10823 0.09636
N 1.41009 -1.22655 -2.63197
C 1.30445 -0.97902 -3.87223
C 2.53961 -0.90631 -4.74854
C -0.01621 -0.93186 -4.63550
C 0.94062 -1.68173 -0.34521
C 2.07131 -2.75918 -0.53361
C 3.53177 -2.44700 -0.86872
C -0.33122 -2.53813 -0.69068
C -1.77731 -2.20300 -0.24262
C -2.39616 -3.40839 0.50883
C -2.69923 -1.92141 -1.46759
N 0.92759 -1.16864 1.04095
C 2.22375 -0.72667 1.59177
C 1.99003 0.16534 2.82724
C 0.28824 -1.97116 2.01097
O -0.82002 -1.16687 2.56692
C -1.62602 -1.64183 3.50995
C -1.05948 -2.62913 4.50469
O -2.75499 -1.21699 3.58455
H -1.91679 3.38612 -3.74509
H -2.54607 1.78102 -3.35097
H -2.80727 3.08722 -2.19555
H -0.04978 2.00409 -2.98064
H -0.43675 3.10202 -1.62195
H -2.13059 0.78031 -1.53776
H -0.71635 2.33144 0.36891
H -0.51480 0.63723 0.78659
H -2.87367 0.49136 0.98752
H -2.65236 2.05991 1.42942
H 1.89028 1.15616 -2.30964
H 2.97528 0.19847 -1.34862
H 1.33918 2.56444 -0.60750
H 1.39991 1.34702 0.66177
H 3.15229 2.89193 0.73511
H 3.65040 2.52538 -0.75321
H 2.39508 -0.19475 -5.56474
H 2.71228 -1.90806 -5.17810
H 3.41450 -0.67932 -4.13089
H -0.21327 -1.93220 -5.04274
H -0.83222 -0.60018 -3.98895
H 0.04878 -0.24122 -5.48762
H 2.05457 -3.32919 0.41417
H 1.69897 -3.47833 -1.27261
H 3.66270 -2.35451 -1.95172
H 3.93242 -1.54546 -0.40072
H 4.15495 -3.29732 -0.55628
H -0.09937 -3.53143 -0.27814
H -0.31966 -2.66938 -1.77720
H -1.85194 -1.35975 0.45392
H -3.49178 -3.39613 0.43807
H -2.05017 -4.35504 0.06530
H -2.13292 -3.44008 1.57308
H -2.09137 -1.77516 -2.36569
H -3.32974 -2.79649 -1.66524
H -3.31599 -1.02502 -1.34101
H 2.80990 -0.18045 0.85672
H 2.86174 -1.57894 1.88517
H 2.77522 0.92243 2.93545
H 1.01766 0.66345 2.74799
H 2.00765 -0.43851 3.74185
H 0.96786 -2.19660 2.84298
H -0.12215 -2.91375 1.64902
H -0.03772 -2.36290 4.79593
H -1.71330 -2.67621 5.37796
H -1.00161 -3.62611 4.04421
O -2.04864 0.77633 5.85460
H -2.39396 0.24300 5.12714
H -1.74004 0.13672 6.51986
O -5.11645 1.23780 -2.41954
H -5.96079 1.60732 -2.14446
H -4.48136 1.58564 -1.77905
O 2.69067 4.93580 -0.86793
H 1.80836 5.30184 -0.70787
H 3.23820 5.29009 -0.16003
O -1.32683 -0.63746 8.25228
H -1.02882 0.15990 8.71527
H -1.94512 -1.05518 8.85902
O 0.75569 1.52239 5.17341
H 0.71561 2.24498 5.80932
H -0.08695 1.06625 5.31853
O -4.39872 -0.67646 1.98241
H -4.99754 -0.65909 2.73939
H -3.63368 -1.17221 2.30955
O 0.10504 6.63347 -1.44544
H 0.28825 7.57265 -1.54573
H -0.65830 6.46375 -2.00759
O -1.85655 2.04446 8.75768
H -1.41549 2.84805 8.45221
H -2.64933 1.99879 8.21310
O -0.39970 -5.41261 -2.11568
H 0.48515 -5.25057 -2.47132
H -0.93384 -4.70372 -2.49458
O -3.61213 4.54158 -5.22579
H -4.12588 3.75985 -5.45392
H -4.25350 5.25616 -5.17042
O 4.84525 2.31739 -2.59400
H 5.35644 3.06535 -2.93613
H 5.51955 1.71727 -2.25818
O -1.95347 2.83950 5.08745
H -2.00169 2.16892 4.39755
H -2.32917 2.40157 5.85945
O 3.36167 5.79854 -3.59149
H 2.79202 6.57370 -3.63258
H 3.08020 5.35720 -2.77339
O 5.08814 7.82365 -5.40172
H 5.24957 8.54436 -4.78365
H 4.59699 7.15368 -4.90992
O 2.39490 -5.99431 -1.29430
H 1.73669 -5.81898 -0.61037
H 2.95352 -6.67959 -0.91306
O 3.80141 2.38706 6.23726
H 2.98820 2.09366 5.80737
H 3.51061 2.95547 6.95624
O 6.77143 3.01363 -0.62039
H 6.93963 3.78910 -0.07196
H 5.91639 2.68382 -0.31670
O 7.54622 5.94307 -0.60598
H 8.33168 5.95442 -1.16168
H 7.01781 6.68917 -0.90421
O 7.00107 3.63538 -4.33391
H 7.50416 2.84724 -4.10296
H 6.50034 3.38431 -5.11769
O 0.04860 -7.97749 -1.37660
H 0.87010 -8.06460 -1.87085
H -0.33768 -7.14121 -1.69023
O -4.22053 -5.06884 -2.38326
H -4.98650 -4.98773 -1.80604
H -3.64034 -5.68781 -1.92742
O -7.04053 -1.14657 3.48520
H -7.85976 -0.73558 3.78982
H -7.31195 -1.75434 2.78678
O -2.13123 4.81784 7.72595
H -3.06552 4.77152 7.48949
H -2.06610 5.64152 8.21797
O -1.77441 -9.33154 -3.56418
H -1.28715 -8.98613 -4.31868
H -1.28372 -9.01921 -2.78913
O 1.73891 -0.07934 -7.94870
H 2.49388 -0.44654 -8.41743
H 1.52164 0.73314 -8.42319
O -0.67687 -12.30340 -3.85796
H -1.27538 -12.98309 -4.18160
H -1.20117 -11.49118 -3.85330
O -4.31964 -10.70828 -2.20109
H -3.71986 -10.06282 -2.59330
H -3.73782 -11.37561 -1.82453
O 5.31733 10.56390 -5.90369
H 4.53040 11.06684 -5.67394
H 5.01854 9.89678 -6.53291
O 1.45834 2.63297 -9.59156
H 1.94482 2.54251 -10.41685
H 1.42685 3.57914 -9.42031
O -6.74861 0.40452 6.03169
H -6.68443 -0.09828 5.21351
H -6.53278 -0.22833 6.72359
O -8.07796 -3.88541 4.88304
H -7.67426 -3.10781 4.48301
H -7.33811 -4.40686 5.20918
O -4.81413 5.44456 8.64858
H -5.13125 6.33098 8.44589
H -5.18570 5.24390 9.51343
O 3.91164 -1.99670 4.21548
H 4.53369 -2.72096 4.33503
H 4.31847 -1.24234 4.65533
*
```

Atomic partial charges in e from the Löwdin method, atoms 1 to 5:
1 C -0.102
2 C -0.175
3 C -0.286
4 C -0.205
5 N 0.043



Among the records above, which one has the lowest maximum force? number 2